(1)
Entry from OMol25: a structure of composition C28H24As2F6HfNO4S2 at a distorted geometry (ωB97M-V with the def2-TZVPD basis set).

Each line ends with the Mulliken charge.
Positions of all 68 atoms, in Å:
Hf: -0.7006 0.1529 1.3626  1.4852
F: -5.3592 -0.5987 2.1137  -0.1174
C: -4.4552 -1.3988 2.5865  0.6763
F: -4.1895 -2.3869 1.7720  -0.1308
F: -4.6835 -1.7868 3.7960  -0.1087
S: -2.8187 -0.4227 2.5755  0.9642
O: -2.7442 0.4742 1.3977  -0.6591
O: -1.6938 -1.3538 2.2735  -0.5475
N: -2.5752 0.3156 3.9015  -0.4655
S: -1.2099 1.0579 4.1752  0.9534
O: -0.5913 1.3810 2.8350  -0.6425
O: -1.2160 2.0662 5.1371  -0.4808
C: -0.0356 -0.3642 4.6248  0.6997
F: -0.6989 -1.3983 5.0458  -0.1638
F: 0.5598 -0.7138 3.3919  -0.0867
F: 0.8927 0.0015 5.4322  -0.1435
C: 1.0653 -0.7442 -1.6728  -1.1364
C: 1.1800 0.7759 -1.5698  -1.2949
As: -0.4489 1.5785 -0.7448  0.8615
C: -1.7866 1.1318 -2.1029  0.4214
C: -3.1303 1.0542 -1.7358  -0.5841
C: -4.1026 0.8593 -2.7066  -0.7927
C: -3.7370 0.7340 -4.0381  -0.5757
C: -2.3979 0.8123 -4.4020  -0.8415
C: -1.4208 1.0201 -3.4434  0.0970
C: -0.0686 3.4700 -1.1078  0.6290
C: 1.0744 4.0336 -0.5465  -0.3812
C: 1.3700 5.3597 -0.8138  -0.6880
C: 0.5217 6.1124 -1.6160  -0.6125
C: -0.6201 5.5407 -2.1601  -0.7314
C: -0.9315 4.2140 -1.9014  -0.4460
As: 0.7396 -1.5483 0.1253  0.8931
C: 0.8556 -3.4687 -0.2279  0.8136
C: 1.6576 -3.9529 -1.2577  -0.3066
C: 1.7081 -5.3186 -1.4829  -0.7792
C: 0.9509 -6.1878 -0.7069  -0.5608
C: 0.1518 -5.6968 0.3160  -0.7409
C: 0.1029 -4.3343 0.5625  -0.6594
C: 2.4509 -0.9976 0.8983  1.0873
C: 2.5316 0.2671 1.4877  0.2741
C: 3.7407 0.7546 1.9528  -1.1994
C: 4.8817 -0.0248 1.8168  -0.7028
C: 4.8071 -1.2872 1.2423  -0.7175
C: 3.5917 -1.7810 0.7881  -0.6203
H: 1.9894 -1.1630 -2.0678  0.6877
H: 0.2535 -1.0283 -2.3440  0.5098
H: 1.3127 1.2201 -2.5555  0.7696
H: 2.0466 1.0749 -0.9801  0.6888
H: -3.4314 1.1870 -0.7073  0.5461
H: -5.1459 0.8227 -2.4230  0.4636
H: -4.4961 0.5936 -4.7957  0.4382
H: -2.1125 0.7303 -5.4423  0.4528
H: -0.3868 1.1205 -3.7469  0.3919
H: 1.7382 3.4428 0.0765  0.2977
H: 2.2613 5.8059 -0.3938  0.4411
H: 0.7495 7.1506 -1.8159  0.4234
H: -1.2807 6.1248 -2.7863  0.4341
H: -1.8213 3.7621 -2.3204  0.4126
H: 2.2393 -3.2842 -1.8778  0.3386
H: 2.3419 -5.7060 -2.2689  0.4394
H: 0.9795 -7.2507 -0.9042  0.4276
H: -0.4340 -6.3748 0.9215  0.4305
H: -0.5116 -3.9474 1.3670  0.2850
H: 1.6330 0.8960 1.5994  0.2062
H: 3.8044 1.7285 2.4211  0.5325
H: 5.8312 0.3553 2.1683  0.4567
H: 5.6995 -1.8911 1.1468  0.4736
H: 3.5219 -2.7709 0.3559  0.5142

## Properties
Spin multiplicity = 1
HOMO energy = -16.8 eV
Net charge = +3
HOMO-LUMO gap = 5.81 eV

=====

(2)
Entry from OMol25: a structure of composition C28H24AsCl2CrN5S4 at a distorted geometry (ωB97M-V with the def2-TZVPD basis set).

Each line ends with the Mulliken charge.
Positions of all 65 atoms, in Å:
Cr: -1.3329 0.0027 -0.1466  0.1088
S: -0.6587 -2.3032 -0.5212  -0.2948
C: 0.7405 -2.3708 -1.5490  0.3985
C: 1.2382 -3.6295 -1.8946  -0.8734
C: 2.3078 -3.7482 -2.7569  -0.5493
C: 2.9148 -2.6158 -3.2837  -0.7503
C: 2.4464 -1.3599 -2.9268  -0.5449
C: 1.3728 -1.2208 -2.0576  -0.3128
As: 0.6869 0.4843 -1.4232  1.2277
C: 1.5101 0.4826 0.3314  0.1040
C: 0.9939 1.5344 1.3131  1.1793
C: 1.7201 1.8091 2.5351  -1.1899
C: 2.2488 0.7673 3.1864  -1.0545
C: 2.0792 -0.5379 2.5799  0.1935
C: 2.0311 -0.7162 1.0986  -1.0196
C: 1.7806 1.7902 -2.3836  0.3330
C: 2.5162 2.7493 -1.6949  -0.4769
C: 3.1439 3.7712 -2.3859  -0.6442
C: 3.0302 3.8510 -3.7622  -0.4755
C: 2.3061 2.8942 -4.4566  -0.8234
C: 1.6834 1.8683 -3.7712  -0.1418
H: 0.7571 -4.5029 -1.4780  0.4700
H: 2.6637 -4.7304 -3.0381  0.3505
H: 3.7532 -2.7058 -3.9607  0.3955
H: 2.9108 -0.4638 -3.3316  0.3896
H: 0.5284 2.3927 0.8277  0.2000
H: 1.7744 2.8221 2.9029  0.4995
H: 2.7555 0.8414 4.1351  0.4068
H: 2.4697 -1.3951 3.1220  0.6269
H: 2.5435 -1.5468 0.6238  0.2883
H: 2.5798 2.6917 -0.6118  0.3029
H: 3.7045 4.5164 -1.8408  0.3980
H: 3.4846 4.6744 -4.2935  0.3549
H: 2.1998 2.9625 -5.5302  0.3625
H: 1.0733 1.1333 -4.2956  0.4404
S: -2.0802 2.2332 -0.0019  -0.3999
C: -1.3448 3.2963 -1.1859  0.6334
C: -1.0460 4.5458 -0.6342  -0.1353
N: -0.8243 5.5420 -0.0985  -0.6712
C: -1.1964 3.0615 -2.5383  0.6110
S: -1.5278 1.5927 -3.3612  -0.2541
C: -0.8053 4.1206 -3.3756  -0.1573
N: -0.5491 4.9505 -4.1321  -0.6325
Cl: -4.4952 -3.0440 -1.4578  -0.1874
C: -4.5616 -1.3348 -1.0278  -0.1782
Cl: -3.1423 -0.4597 -1.6295  -0.1157
H: -4.5838 -1.2557 0.0612  -0.0556
H: -5.4471 -0.9037 -1.4913  0.4180
N: 0.8202 -0.8972 1.8883  -0.1534
C: 0.1994 0.2640 1.1762  -0.4792
C: -4.1711 -1.1759 4.4556  -0.9680
N: -3.0316 -1.8662 3.9404  0.0885
C: -2.3521 -2.8836 4.7074  -0.6317
C: -1.1096 -3.1909 3.8521  -0.5963
N: -1.2787 -2.3490 2.6854  0.2267
C: -2.3583 -1.5721 2.8100  0.6680
S: -2.9153 -0.4511 1.7004  -0.6510
H: -5.0223 -1.8571 4.5461  0.3105
H: -4.4212 -0.3724 3.7655  0.3197
H: -3.9445 -0.7546 5.4403  0.3088
H: -3.0012 -3.7571 4.8320  0.3094
H: -2.0885 -2.5087 5.7032  0.3680
H: -1.0723 -4.2406 3.5442  0.3060
H: -0.1774 -2.9448 4.3708  0.2580
H: -0.4303 -1.9762 2.1942  0.5617

## Properties
⟨S²⟩ = 0.774
Spin multiplicity = 2
HOMO energy (spin up / spin down) = -4.0 / -4.0 eV
Net charge = -1
HOMO-LUMO gap (spin up / spin down) = 5.96 / 6.03 eV
ΔE to the lowest compared entry with this formula, charge and spin = 146.2 kcal/mol

=====

(3)
Entry from OMol25: a structure of composition C28H24Cl2MnN7O5SbSe4 at a distorted geometry (ωB97M-V with the def2-TZVPD basis set).

Each line ends with the Mulliken charge.
Positions of all 72 atoms, in Å:
Mn: -0.0400 -0.0067 0.2515  -0.3581
Cl: -3.5870 3.4533 -0.5580  -0.2810
C: -3.5444 1.9460 -1.4165  0.2607
C: -4.5668 1.6356 -2.3132  -0.6211
C: -4.6160 0.4113 -2.9246  0.7838
Cl: -5.9411 0.0627 -4.0101  -0.3238
C: -3.6190 -0.5598 -2.7068  -0.1311
C: -3.5961 -1.8559 -3.2605  -0.9200
C: -2.5279 -2.6716 -3.0101  -1.1173
C: -1.4858 -2.2143 -2.1920  0.0006
N: -1.5125 -1.0426 -1.6032  0.7025
C: -2.5499 -0.2140 -1.8417  0.3042
C: -2.5156 1.0429 -1.1396  -0.7655
O: -1.5841 1.2738 -0.2860  0.3956
H: -5.3291 2.3767 -2.5109  0.4399
H: -4.4216 -2.1820 -3.8788  0.3932
H: -2.4628 -3.6650 -3.4344  0.4368
H: -0.6029 -2.8185 -2.0238  0.2015
O: 4.0404 -3.4865 -5.1914  -0.4923
C: 3.5991 -4.3409 -4.2664  0.5726
O: 3.6981 -5.5388 -4.4370  -0.6604
C: 3.0072 -3.7545 -3.0392  0.6075
C: 3.3861 -2.4940 -2.5732  -1.5358
C: 2.7935 -1.9814 -1.4421  0.0248
C: 1.7339 -2.6380 -0.7897  -0.0959
C: 1.4477 -3.9587 -1.2035  -0.6660
C: 2.0883 -4.4960 -2.3023  -1.2388
N: 0.9569 -1.9642 0.1193  0.6981
C: 0.2304 -2.6822 1.0220  -0.4142
C: -0.7689 -2.0967 1.7581  0.3752
C: -1.5374 -2.8475 2.7023  -1.3757
C: -2.5542 -2.2489 3.3787  -0.3012
C: -2.8471 -0.8771 3.1253  -1.3853
C: -2.0934 -0.2048 2.2007  -0.2784
N: -1.0638 -0.7574 1.5252  1.0855
H: 3.7637 -2.5640 -5.0412  0.3059
H: 4.1334 -1.8994 -3.0837  0.6097
H: 3.1114 -1.0309 -1.0478  0.7458
H: 0.6916 -4.5392 -0.6895  0.3085
H: 1.8415 -5.4989 -2.6286  0.4100
H: 0.4273 -3.7432 1.1709  0.2538
H: -1.2838 -3.8919 2.8327  0.4099
H: -3.1493 -2.8110 4.0904  0.3741
H: -3.6451 -0.3592 3.6377  0.4516
H: -2.3356 0.8236 1.9664  0.6847
N: 5.4595 -0.8600 0.6978  -0.6097
C: 5.1823 0.5843 0.6519  -0.3146
C: 3.6848 0.8300 0.7827  0.3814
O: 3.1311 1.8353 0.4402  -0.5422
O: 3.0138 -0.1912 1.3491  -0.2881
H: 6.4227 -1.0136 0.9695  0.2683
H: 5.3767 -1.2267 -0.2490  0.0992
H: 3.6785 -0.9079 1.4230  0.3902
H: 5.5321 1.0702 -0.2590  0.0449
H: 5.6413 1.0671 1.5189  0.4495
Se: 1.9342 3.8392 -3.4286  -0.7524
Sb: 2.2508 1.4851 -2.9521  1.0649
Se: 0.8988 0.6502 -1.2383  0.0608
Se: 4.6979 1.2975 -2.9269  -0.5758
Se: 2.2126 0.2746 -5.0568  -0.5302
N: -1.4482 2.6353 4.4214  -0.4731
C: -0.8048 2.7916 3.1947  0.5097
C: 0.0777 1.8282 2.7125  -0.5089
N: 0.5682 1.8633 1.4698  0.1725
C: 0.2899 2.9945 0.7953  -0.0067
C: -0.5573 3.9588 1.2896  -0.6769
N: -1.1445 3.8567 2.4815  -0.5935
H: -0.9059 2.2197 5.1604  0.2454
H: -1.9307 3.4787 4.6905  0.2610
H: 0.3562 0.9757 3.3225  0.3253
H: 0.7601 3.1126 -0.1723  0.2700
H: -0.7951 4.8344 0.7010  0.4544

## Properties
⟨S²⟩ = 8.883
Spin multiplicity = 6
HOMO energy (spin up / spin down) = -0.7 / -1.0 eV
Net charge = -2
HOMO-LUMO gap (spin up / spin down) = 4.58 / 4.04 eV
ΔE to the lowest compared entry with this formula, charge and spin = 122.6 kcal/mol

=====

| no. | E_tot (eV) |
| --- | --- |
| 1 | -200034.0744 |
| 2 | -194518.8221 |
| 3 | -374382.9705 |